{
  "formula": "C46H43F5N7O4STi",
  "method": "the ωB97M-V functional and the def2-TZVPD basis",
  "elements": ["H", "N", "C", "H", "N", "H", "H", "N", "C", "C", "C", "C", "H", "C", "H", "H", "H", "H", "N", "H", "S", "H", "H", "H", "C", "N", "C", "C", "C", "F", "H", "H", "H", "C", "C", "H", "H", "F", "H", "H", "H", "O", "C", "H", "C", "H", "C", "H", "C", "C", "H", "H", "Ti", "H", "C", "C", "C", "H", "C", "H", "C", "C", "H", "H", "H", "O", "C", "C", "C", "H", "F", "H", "C", "O", "H", "H", "C", "N", "C", "F", "C", "C", "C", "H", "C", "C", "C", "C", "C", "H", "C", "C", "N", "C", "O", "C", "C", "H", "C", "H", "C", "H", "F", "H", "C", "H", "C"],
  "xyz": [[7.613, -10.080, -4.760], [-1.527, -0.071, 2.582], [-1.308, 6.197, 1.663], [6.839, -7.205, -2.754], [0.862, -0.377, 0.758], [0.912, 6.350, 3.464], [1.072, 4.058, -1.852], [3.297, -4.170, -1.198], [-0.179, -3.172, -1.418], [-1.973, 3.889, 1.622], [-3.172, 4.277, 1.032], [-1.455, 3.517, -1.987], [7.759, -8.320, -4.551], [4.988, -6.211, -2.385], [0.391, -0.504, 3.346], [-1.840, -1.970, 3.477], [-2.603, -1.741, 1.885], [-3.722, 3.816, 3.396], [0.180, 4.514, 2.649], [0.606, 4.891, -0.345], [1.844, 2.958, 0.129], [-0.262, 4.694, 4.715], [3.333, 2.522, -1.637], [1.981, -7.148, -3.639], [-0.711, 1.417, -2.535], [-1.795, 2.497, 1.937], [-0.600, 1.745, -3.874], [-1.174, 2.244, -1.524], [-2.694, 0.608, 3.109], [-0.231, 0.191, -2.234], [2.292, 5.008, -0.934], [-3.620, -1.068, 4.076], [7.519, -9.376, -3.130], [-5.326, 0.803, 0.184], [1.188, 5.558, 2.755], [-0.096, 1.200, 3.498], [-5.378, 2.746, 4.840], [-1.694, 5.157, -3.668], [-0.841, 3.206, 3.954], [5.436, -5.457, -1.753], [-0.849, -1.965, 2.018], [0.529, 2.310, 0.523], [3.157, -0.630, 1.424], [2.115, 5.106, 3.112], [-0.230, -2.018, -0.617], [3.976, -0.244, 2.015], [5.192, -8.162, -3.768], [-3.379, -1.231, -0.760], [2.186, -2.210, -0.074], [-3.451, 5.601, 0.754], [2.953, 1.038, -0.721], [-1.373, -4.491, -2.649], [-1.215, 1.319, 0.517], [-4.386, 5.876, 0.285], [3.817, -8.129, -4.004], [5.778, -7.199, -2.951], [-0.027, 3.921, 3.970], [-3.896, 3.509, 0.790], [2.540, 1.941, -1.165], [1.809, 0.936, 2.012], [-0.958, 3.016, -4.281], [-4.635, 2.135, 4.346], [-0.793, -0.033, 4.574], [4.231, -2.291, 0.567], [-5.198, 0.898, 1.261], [-2.951, 0.860, 0.216], [-0.434, 0.167, 3.561], [-1.368, -3.613, -2.014], [-3.693, 2.745, 3.528], [0.932, -5.476, -2.875], [-1.805, 4.509, -1.146], [0.884, 3.410, 4.288], [3.619, -6.163, -2.619], [5.866, -9.163, -4.372], [1.382, 6.024, 1.791], [-5.660, -0.213, -0.038], [-2.474, -1.785, -0.961], [1.491, -4.918, -2.256], [1.093, -3.804, -1.556], [-0.133, 0.863, -4.759], [0.970, -1.511, 0.037], [1.407, 4.375, -0.868], [-2.525, -2.920, -1.779], [3.380, -8.888, -4.639], [7.272, -9.226, -4.183], [2.223, -3.368, -0.914], [-1.020, 4.866, 1.980], [2.831, -5.090, -2.011], [3.297, -1.750, 0.641], [-5.392, 0.280, 5.119], [-4.042, 1.059, -0.559], [-2.744, 1.978, 2.853], [-1.369, -1.337, -0.406], [-4.640, 0.761, 4.510], [-3.972, 1.371, -1.714], [-2.500, 6.561, 1.057], [1.927, 0.029, 1.434], [-6.088, 1.487, -0.182], [-1.723, -1.523, 2.485], [-3.466, -3.226, -2.213], [-3.646, -0.001, 3.907], [-0.604, 6.973, 1.929], [-0.863, 3.377, -5.553], [-2.689, 7.604, 0.841], [-1.379, 3.909, -3.317], [1.756, 1.707, -1.882], [3.045, -7.142, -3.434]],
  "forces_ev_per_a": [[0.0020, -0.0037, 0.0029], [-0.0469, 0.0587, -0.0565], [0.0278, -0.0138, -0.0332], [-0.0093, -0.0021, 0.0026], [-0.0305, 0.1563, -0.0637], [-0.0195, 0.0023, -0.0069], [0.0050, 0.0144, -0.0067], [-0.0542, 0.0232, 0.0114], [0.0387, -0.0279, -0.0135], [0.1811, -0.0293, 0.2102], [-0.0226, 0.0502, 0.1046], [-0.2334, 0.0644, 0.0246], [0.0027, -0.0037, 0.0017], [0.0351, -0.0109, -0.0160], [0.0306, 0.0059, -0.0049], [0.0058, 0.0016, -0.0041], [-0.0018, 0.0061, 0.0086], [0.0046, 0.0235, -0.0030], [-0.0499, 0.0136, -0.0146], [-0.0426, 0.0765, 0.0749], [-0.1429, 0.2066, 0.0433], [-0.0057, 0.0028, -0.0006], [0.0162, -0.0072, 0.0158], [-0.0041, -0.0056, 0.0089], [0.0380, 0.2273, -0.1370], [-0.2139, -0.0528, -0.0034], [-0.0703, 0.1370, 0.0230], [0.1428, -0.3732, -0.1979], [0.0059, -0.0101, 0.0254], [0.0563, -0.3917, 0.2047], [-0.0090, 0.0068, -0.0073], [-0.0110, 0.0095, 0.0082], [0.0104, -0.0008, -0.0039], [-0.0576, 0.0390, -0.0271], [0.0144, -0.0261, -0.0005], [-0.0063, 0.0043, 0.0120], [-0.0002, -0.0063, 0.0068], [0.0040, 0.0526, -0.0009], [0.0199, 0.0156, 0.0086], [-0.0053, 0.0025, 0.0013], [0.0005, -0.0036, 0.0094], [0.0996, -0.0666, 0.1814], [-0.0414, -0.0012, 0.0020], [-0.0119, -0.0015, -0.0057], [0.0516, 0.0903, 0.0141], [0.0067, 0.0017, -0.0019], [0.0061, -0.0492, -0.0210], [0.0046, 0.0075, -0.0157], [0.0218, -0.0252, -0.0356], [-0.0359, 0.0212, 0.0542], [-0.0204, 0.0360, -0.0455], [-0.0011, -0.0020, 0.0056], [0.5286, -0.2327, 0.4730], [-0.0005, -0.0030, 0.0004], [-0.0112, 0.0332, 0.0225], [-0.0139, 0.0305, 0.0120], [0.0049, -0.0447, 0.0029], [0.0032, -0.0123, -0.0107], [-0.0134, -0.0174, -0.0731], [-0.0019, -0.0166, 0.0240], [0.0243, -0.0655, 0.0412], [0.0138, 0.0025, -0.0108], [0.0066, -0.0052, -0.0021], [-0.0008, -0.0032, 0.0009], [0.0210, 0.0213, -0.0010], [-0.4595, -0.0073, -0.5536], [0.0143, -0.0173, -0.0376], [-0.0011, -0.0153, -0.0014], [-0.0613, -0.0407, -0.0253], [-0.0071, -0.0074, 0.0015], [0.1434, -0.1055, -0.2626], [0.0033, 0.0149, -0.0006], [-0.0256, 0.0325, 0.0487], [0.0015, 0.0139, -0.0065], [0.0138, -0.0331, -0.0798], [0.0021, -0.0039, 0.0073], [-0.0415, -0.0214, -0.0258], [0.0248, 0.0833, 0.0460], [-0.0913, -0.0636, -0.0343], [0.0168, -0.0382, -0.0195], [-0.0683, 0.0040, -0.0059], [0.0657, 0.0046, -0.0292], [0.0034, 0.0204, 0.0227], [0.0047, -0.0053, 0.0026], [-0.0010, -0.0081, 0.0054], [0.0743, 0.0315, 0.0487], [0.0157, 0.0219, 0.0910], [0.0274, -0.0662, -0.0797], [0.0100, -0.0044, 0.0225], [0.0023, 0.0049, 0.0057], [0.0308, 0.0228, 0.3499], [0.1058, 0.1399, -0.0776], [0.0490, 0.2034, -0.1430], [-0.0073, -0.0091, -0.0030], [-0.0271, 0.0060, -0.0875], [-0.0156, -0.0152, 0.0037], [0.0170, -0.0450, 0.0408], [-0.0216, -0.0249, 0.0030], [-0.0221, -0.0152, -0.0103], [0.0023, -0.0014, 0.0015], [0.0091, 0.0115, 0.0199], [-0.0159, -0.0029, -0.0108], [-0.0099, 0.0222, -0.0643], [-0.0003, 0.0016, -0.0019], [-0.0290, 0.0022, 0.0726], [0.0220, -0.0178, -0.0261], [0.0008, -0.0026, -0.0255]],
  "de_lowest_kj_mol": 132.81,
  "energy_ha": -4209.8354,
  "total_charge": 1,
  "gap_ev": 6.91,
  "e_homo_ev": -9.9
}

***

{
  "formula": "C46H43FI2N5O3P2S2W",
  "method": "the ωB97M-V functional and the def2-TZVPD basis",
  "elements": ["C", "H", "C", "C", "C", "C", "C", "H", "C", "H", "H", "C", "I", "H", "H", "C", "H", "H", "I", "H", "H", "P", "C", "W", "H", "C", "C", "N", "C", "H", "P", "H", "C", "N", "S", "H", "C", "C", "O", "C", "S", "C", "C", "H", "H", "C", "N", "C", "H", "H", "H", "C", "C", "C", "C", "H", "C", "C", "N", "H", "N", "H", "H", "H", "H", "H", "C", "H", "H", "C", "C", "H", "C", "H", "F", "H", "H", "C", "H", "C", "H", "C", "H", "H", "C", "H", "C", "H", "H", "O", "C", "C", "C", "O", "C", "C", "C", "H", "H", "C", "C", "H", "C", "H", "C"],
  "xyz": [[2.370, 1.615, 1.219], [2.410, 0.273, 7.004], [3.621, 0.675, 3.866], [-4.123, -3.067, -2.555], [-8.463, -1.477, -2.971], [-1.498, -4.918, -5.221], [2.246, 3.626, 4.004], [-6.743, -0.359, -2.404], [0.235, 3.061, 5.835], [8.202, -0.784, -0.168], [-0.632, 1.796, -1.202], [1.504, -2.589, -1.728], [5.716, 3.064, -3.446], [-2.824, -3.167, -5.448], [-4.495, -3.763, -3.292], [4.611, 1.588, -2.572], [1.439, 4.128, 7.250], [0.953, 2.540, -1.565], [0.388, 0.703, -3.398], [2.708, 4.146, 0.522], [1.812, -0.163, 4.650], [3.135, 0.385, 2.132], [-5.015, -2.268, -1.875], [1.292, 0.087, -0.072], [-3.675, -4.771, -5.693], [4.758, 0.221, -2.725], [4.742, 0.001, 1.366], [-9.173, -2.733, -2.510], [-2.285, -1.981, -1.418], [-8.828, -4.779, -2.142], [0.982, 2.331, 1.892], [5.129, 2.033, 0.819], [-0.637, 4.409, 0.902], [-6.409, -2.405, -2.117], [-0.543, 1.054, 1.604], [-2.821, -0.431, -0.024], [-0.845, 5.613, 0.247], [3.566, 1.739, -1.654], [-0.478, -0.886, -0.434], [2.357, 4.064, 5.311], [1.952, -1.250, 2.062], [2.755, 0.314, 4.892], [0.130, 2.610, 4.526], [0.057, 7.230, -0.836], [3.034, 3.843, 3.292], [-4.522, -1.332, -0.948], [3.841, -0.361, -1.947], [0.019, -2.680, -1.889], [-0.727, 2.021, 4.221], [2.344, 6.298, -0.661], [-9.993, -2.915, -3.089], [7.234, -0.564, 0.263], [4.302, 1.163, 6.524], [-2.281, -4.709, -3.965], [6.760, 0.741, 0.274], [3.637, -1.340, -1.772], [-7.056, -3.604, -1.632], [4.834, 1.282, 4.184], [3.116, 0.547, -1.277], [-1.412, -5.932, -5.581], [-1.821, -3.724, -3.010], [-2.738, -5.579, -3.508], [5.531, 1.562, 3.403], [-7.960, -4.086, -3.542], [-0.629, -4.297, -5.385], [-1.476, 3.869, 1.325], [-0.850, -1.807, -1.198], [-1.845, 6.020, 0.174], [-9.520, -2.581, -1.559], [0.423, 1.608, -1.386], [3.093, 0.557, 6.215], [-9.192, -0.670, -2.931], [-7.273, -1.247, -2.063], [5.446, -0.362, -3.311], [-5.413, -0.597, -0.249], [-7.630, -1.037, -1.043], [-0.548, 2.839, 6.548], [1.132, 2.891, 3.606], [4.611, -2.102, 1.759], [5.174, 1.525, 5.506], [0.157, -4.248, -3.298], [5.517, 1.021, 0.823], [7.353, 1.541, -0.153], [3.232, 4.621, 5.620], [-2.833, -4.235, -5.278], [6.122, 1.990, 5.742], [6.464, -1.585, 0.804], [3.141, 2.624, -1.215], [-7.390, -3.486, -0.586], [1.942, -1.732, -0.867], [1.350, 3.784, 6.228], [-2.743, -2.939, -2.327], [5.222, -1.304, 1.355], [2.225, -3.278, -2.429], [1.506, 5.773, -0.223], [-0.506, -3.586, -2.757], [-8.249, -3.931, -2.504], [6.829, -2.604, 0.795], [-8.162, -1.664, -4.000], [0.644, 3.878, 0.997], [0.225, 6.294, -0.319], [4.567, 1.348, 7.557], [1.714, 4.569, 0.438], [-6.365, -4.444, -1.651], [-3.188, -1.165, -0.731]],
  "forces_ev_per_a": [[-0.0148, -0.1987, 0.1098], [-0.0079, -0.0042, 0.0067], [-0.0534, 0.2019, 0.0259], [0.1580, 0.0197, -0.0228], [-0.2076, -0.2396, -0.0289], [-0.0429, 0.0509, 0.0088], [0.0403, 0.0179, -0.1059], [0.0141, -0.0291, -0.0100], [0.0395, 0.0043, -0.0429], [0.0128, -0.0086, -0.0035], [0.0519, 0.1496, 0.0028], [-0.0032, 0.2369, -0.4772], [0.1423, 0.1936, -0.1023], [-0.0208, 0.0142, -0.0157], [-0.0195, -0.0161, -0.0109], [-0.2885, -0.3151, 0.2349], [0.0056, 0.0055, 0.0059], [-0.0880, 0.0449, 0.0576], [-0.0813, 0.1101, -0.0938], [0.0270, -0.0101, -0.0050], [0.0104, 0.0014, -0.0059], [0.2889, -0.1717, 0.1934], [-0.1000, 0.2531, 0.2551], [0.5880, 0.7176, 1.1016], [-0.0113, 0.0205, -0.0187], [-0.0412, 0.0294, 0.0496], [-0.0116, -0.0515, -0.0343], [0.0599, 0.0125, 0.0663], [0.3123, 0.0182, 0.0497], [0.0752, -0.0332, 0.0241], [0.4595, 0.4222, -0.1489], [-0.0064, 0.0090, -0.0133], [-0.0616, -0.0707, 0.0193], [0.0668, -0.1637, -0.2908], [-0.1066, -0.1018, -0.2033], [0.0255, -0.0054, -0.0043], [0.0249, 0.0178, -0.0151], [0.1345, -0.0820, 0.0520], [-0.9867, -0.3915, -0.1672], [-0.0298, -0.0160, 0.0467], [0.1242, -0.2754, -0.0211], [-0.0799, -0.0280, -0.0181], [-0.0444, -0.0475, 0.0296], [0.0002, 0.0109, -0.0061], [-0.0032, -0.0047, -0.0151], [-0.0026, -0.1453, -0.0958], [0.0474, 0.1461, 0.1506], [-0.0242, -0.0069, 0.1919], [0.0008, 0.0002, -0.0161], [0.0131, 0.0167, -0.0097], [0.0419, -0.0048, -0.0492], [-0.0177, -0.0112, 0.0125], [0.0259, 0.0077, -0.0302], [0.0408, 0.0021, -0.0111], [-0.0150, 0.0048, -0.0022], [0.0117, -0.0200, -0.0873], [0.0082, -0.0120, 0.1850], [0.0693, 0.0464, -0.0600], [-0.1992, -0.0476, -0.1809], [0.0080, -0.0087, -0.0165], [-0.2142, 0.0347, -0.0125], [0.0216, 0.0065, 0.0334], [-0.0308, -0.0203, -0.0108], [0.0454, -0.0618, 0.0370], [0.0243, -0.0138, -0.0073], [0.0123, -0.0130, 0.0085], [-0.1532, 0.1207, -0.0221], [-0.0160, 0.0063, -0.0040], [0.0195, 0.0034, -0.0057], [0.0069, -0.5268, -0.3931], [0.0043, 0.0156, -0.0046], [0.0720, 0.0618, 0.0072], [0.0181, 0.0882, 0.0694], [0.0206, 0.0039, -0.0301], [0.0147, 0.0119, 0.0107], [-0.0112, 0.0277, -0.0100], [-0.0117, -0.0043, 0.0064], [-0.2435, -0.0436, 0.1415], [-0.0155, 0.0069, 0.0114], [-0.0616, -0.0220, 0.0507], [0.0497, 0.0397, 0.0251], [-0.0310, 0.0449, -0.0250], [0.0058, 0.0002, -0.0060], [0.0123, 0.0057, 0.0031], [0.0210, -0.0572, 0.0085], [0.0136, 0.0068, -0.0019], [0.0050, 0.0338, -0.0024], [0.0350, 0.0554, -0.0393], [0.0033, -0.0380, -0.0047], [0.0430, -0.0469, -0.2136], [0.0175, 0.0087, -0.0021], [-0.0956, -0.0371, -0.0396], [0.0135, -0.0161, -0.0451], [0.0783, -0.1300, 0.1356], [-0.0292, -0.0521, 0.0290], [0.1416, -0.1146, 0.0144], [-0.2465, 0.1830, -0.0925], [0.0107, -0.0109, -0.0038], [0.0324, 0.0686, 0.0102], [0.0976, 0.0628, -0.0308], [-0.0170, 0.0046, 0.0031], [0.0067, 0.0057, 0.0092], [0.0046, 0.0286, -0.0084], [0.0114, 0.0214, -0.0421], [-0.0450, -0.0141, 0.0036]],
  "de_lowest_kj_mol": 26.35,
  "energy_ha": -4519.4702,
  "total_charge": 1,
  "spin_multiplicity": 3,
  "gap_ev": [4.65, 5.28],
  "e_homo_ev": [-8.0, -8.6]
}